[1]
# C13H44N10O9

A molecular structure, C13H44N10O9 in a non-equilibrium geometry (wB97M-V/def2-TZVPD, the Open Molecules 2025 dataset).

Geometry (Å):
H (2.6509, 2.0809, 2.0963)
C (-2.6861, 0.3620, -3.2338)
C (5.2624, 1.3821, 2.0144)
O (2.9712, 1.4018, 1.5571)
O (-3.2787, 4.2883, -0.9708)
H (0.1154, 0.4321, 5.6315)
H (3.0006, -2.7948, -1.4609)
H (4.1187, 2.7175, 0.7607)
H (-3.5510, -0.6975, 0.3273)
O (1.2372, -1.6834, 0.4091)
H (6.2988, 1.6733, 1.6429)
H (5.2596, 0.3288, 2.2165)
H (-4.1603, 1.3256, 0.2879)
H (1.2560, -4.0590, 1.5073)
C (-1.8417, -2.5438, -0.3816)
H (-3.4301, -1.8406, -1.5224)
C (4.0835, 1.7216, 1.0445)
H (-1.2916, 2.7665, -1.0208)
H (-4.3962, -0.4671, 1.9618)
C (-1.9205, -0.7901, -3.7446)
N (1.6673, -0.0502, 4.0165)
C (0.6288, 0.8198, 3.7694)
H (3.7532, -1.7255, 2.5012)
H (3.1495, -2.5723, -3.2311)
C (-3.2387, 2.9865, -0.5761)
H (-5.1573, 2.7682, -0.0980)
H (-1.3430, -0.6286, 0.3737)
N (-4.2459, 2.2379, -0.2024)
C (-2.6589, 0.3565, 1.7867)
H (2.3427, -3.6728, 2.8530)
H (1.4698, 0.0320, -1.1634)
N (-3.0425, -2.5463, -0.9182)
H (-2.0500, 1.2907, -3.3872)
C (4.3319, 0.9734, -0.2010)
N (-0.0222, 1.1234, 4.9157)
N (-1.1354, -1.4411, -0.7028)
H (1.7558, -0.5172, 4.9249)
N (-3.6754, -0.1921, 1.1946)
H (-0.0930, -1.5418, -0.5621)
H (-1.9159, 1.3907, -0.1077)
H (-1.9280, -0.6684, -4.8355)
O (-2.6546, 0.9151, 3.1300)
H (3.0626, -1.1906, -2.0670)
H (2.0836, -0.5929, 3.2150)
H (2.8622, -0.3955, 1.7225)
O (0.6816, 1.8549, -0.3312)
H (-0.8871, -0.6938, -3.4997)
H (3.6302, 1.3736, -0.9672)
H (5.3752, 1.0343, -0.5002)
H (1.3025, 1.6396, 0.3763)
O (0.2050, 1.3105, 2.5398)
O (1.2907, -2.0255, -2.5192)
O (-2.9096, 0.2559, -2.0518)
H (-1.4609, -0.8125, -1.4158)
H (-2.9141, 1.1564, -1.7004)
H (0.0249, 0.7627, -1.8819)
O (-1.3917, -3.5725, 0.4387)
H (-3.7293, -3.3357, -0.6493)
H (-0.9125, 1.6661, 4.8139)
H (-2.3688, -1.7958, -3.5054)
C (2.0007, -2.1743, 1.5003)
H (5.1478, 1.8243, 2.9970)
H (-4.6682, -0.1759, -3.7667)
C (2.6679, -2.2045, -2.3179)
H (-0.7773, 0.6811, 1.4784)
H (4.1040, -0.1004, -0.1078)
C (-3.9911, 0.5879, -3.9548)
H (-3.9029, 0.8212, -4.9902)
H (1.3403, 1.6201, -2.2468)
H (-4.4437, 1.4645, -3.4586)
N (2.8754, -1.3612, 2.1188)
C (0.9805, 1.0244, -1.3433)
N (-2.1622, 2.2628, -0.6760)
N (-1.6007, 0.2931, 1.0304)
H (0.9398, -2.8132, -2.9151)
N (1.9090, -3.3311, 2.0326)

The calculation puts the HOMO energy at -8.2 eV. The HOMO-LUMO gap comes out at 0.29726 Ha. For the relative energy (zero: lowest compared OMol25 entry of this formula, charge and spin), the calculation gives 9.2427 eV.

Here are the Löwdin charges for atoms 1 to 2, given in e: 0.11 -0.72

---

[2]
# C3H3NO3S

A single C3H3NO3S molecule in a non-equilibrium geometry (wB97M-V/def2-TZVPD, the Open Molecules 2025 dataset).

Geometry (Å):
O (2.0196, 2.1728, 0.0804)
O (1.0818, -1.3571, -0.1095)
H (-3.0525, 0.3190, -0.2688)
H (-2.4929, -1.5939, 0.1601)
O (3.0830, -0.5352, 0.0669)
N (-1.0701, -0.0656, 0.2565)
C (-2.3612, -0.4205, 0.0446)
C (1.8969, -0.3142, -0.0116)
S (-0.4715, 1.5641, -0.0710)
H (0.0855, -1.0190, -0.1849)
C (1.2816, 1.2497, 0.0374)

The calculation puts the HOMO energy at -10.0 eV. The HOMO-LUMO gap comes out at 0.34083 Ha. For the relative energy (zero: lowest compared OMol25 entry of this formula, charge and spin), the calculation gives 2.6329 eV.

Here are the Löwdin charges for atoms 1 to 2, given in e: 0.06 0.05

---

[3]
# C8H14O

A single C8H14O molecule (wB97M-V/def2-TZVPD, the Open Molecules 2025 dataset).

Geometry (Å):
H (-0.3794, -1.6928, 1.6248)
O (-1.5433, -0.7742, -2.2256)
C (-0.1142, -1.6689, 0.5700)
C (0.1187, 0.8021, 0.6873)
C (0.8505, -1.0482, -2.1190)
C (-0.3985, 2.2922, 2.6128)
H (-0.3172, 0.7536, -1.8976)
H (-0.6066, -2.5090, 0.0832)
H (0.2146, 3.0993, 2.2501)
H (-0.9161, 2.4704, 3.5399)
H (1.6890, 1.1970, -0.6753)
H (-1.6321, -0.2297, 0.1071)
H (-1.6238, -1.7176, -2.0434)
H (1.6753, 2.2049, 0.8408)
C (1.2124, 1.4266, 0.2594)
C (-0.5250, 1.1461, 1.9570)
H (-1.1874, 0.3888, 2.3583)
H (0.9490, -0.8631, -3.1862)
H (0.7339, -2.1199, -1.9706)
C (-0.5509, -0.3375, -0.0528)
C (-0.3721, -0.2965, -1.5907)
H (1.7605, -0.7281, -1.6225)
H (0.9626, -1.7954, 0.4929)

The calculation puts the HOMO energy at -8.9 eV. The HOMO-LUMO gap comes out at 0.35978 Ha. For the relative energy (zero: lowest compared OMol25 entry of this formula, charge and spin), the calculation gives 0.7724 eV.

Here are the Löwdin charges for atoms 1 to 2, given in e: 0.08 -0.03

---

[4]
# C22H25BrClN5O5PRhS

A molecular structure, C22H25BrClN5O5PRhS in a non-equilibrium geometry (wB97M-V/def2-TZVPD, the Open Molecules 2025 dataset).

Geometry (Å):
H (-4.9116, -1.2832, 0.9216)
H (0.5546, -4.4596, 1.7174)
C (0.5476, -4.3754, -0.3799)
H (-0.6997, -1.8444, 5.7558)
H (-0.3979, 2.1425, -3.3657)
H (0.9800, 0.3965, -1.4835)
H (1.3839, 3.9409, -2.8153)
H (2.7538, -1.0503, -1.7503)
H (-4.6020, 1.3158, -3.1408)
C (-2.5330, 1.7683, -3.4019)
C (-3.4003, 0.5224, -1.5260)
S (0.8330, 2.4953, -0.4435)
C (3.4749, 2.1678, -0.7613)
N (0.2453, 0.9870, -0.9965)
H (-0.5238, -4.5447, -0.4403)
N (1.0986, -4.8496, 0.9480)
C (-1.7114, 0.0550, 5.5171)
N (-1.8323, -0.2116, 0.1643)
H (1.2753, -2.8569, -2.7496)
Rh (0.1404, 0.0532, 1.0786)
C (-4.1439, -0.7814, 0.3492)
C (4.6655, 2.3905, -1.4314)
C (-1.5019, 0.9873, 3.3477)
H (2.0944, -0.6970, -3.2067)
O (2.5216, -2.7507, 0.0062)
H (-0.0484, -1.7510, -2.3257)
H (-5.4528, -0.0616, -1.1783)
C (-4.4391, -0.1039, -0.7991)
Br (-1.8712, 2.3440, 2.1114)
H (5.5876, 1.9846, -1.0369)
C (2.3030, 3.4969, -2.4548)
N (1.8761, -0.8620, -2.2308)
H (3.4432, 1.5947, 0.1599)
Cl (2.1009, -0.4258, 2.0640)
C (-0.4928, -1.0427, 3.7958)
C (3.5054, 3.7060, -3.1037)
P (1.0979, -2.6208, -0.3984)
C (-2.1060, 0.4461, -0.9940)
C (2.3114, 2.7300, -1.2896)
H (-2.6781, 2.2945, -4.3356)
C (-1.9918, 1.0847, 4.6213)
C (-1.0356, 1.0396, -1.6673)
N (-0.7672, -0.0620, 2.9177)
C (-2.8123, -0.8167, 0.7964)
O (-2.2061, 0.1773, 6.7450)
H (2.0435, -4.4202, 1.0114)
H (-1.9512, -0.5549, 7.3218)
C (-3.5971, 1.2176, -2.7469)
H (3.5331, 4.3131, -3.9988)
C (-0.9461, -1.0295, 5.0879)
C (0.9811, -2.0318, -2.0946)
H (-2.5750, 1.9381, 4.9372)
H (-2.5481, -1.3683, 1.6893)
H (1.0681, -4.9209, -1.1628)
H (5.6159, 3.3424, -3.0994)
C (-1.2331, 1.6802, -2.8523)
O (0.0576, -1.9287, 0.5216)
O (1.1037, 2.1551, 0.9467)
H (1.1472, -5.8623, 1.0452)
C (4.6774, 3.1551, -2.5938)
H (0.1219, -1.8491, 3.4222)
O (-0.1342, 3.4946, -0.7456)

Its charge is +2. The calculation puts the HOMO energy at -14.3 eV. The HOMO-LUMO gap comes out at 0.28310 Ha. For the relative energy (zero: lowest compared OMol25 entry of this formula, charge and spin), the calculation gives 2.4985 eV.

Here are the Löwdin charges for atoms 1 to 2, given in e: 0.12 0.16

---

[5]
# C19H20F2N6O2

A single C19H20F2N6O2 molecule in a non-equilibrium geometry (wB97M-V/def2-TZVPD, the Open Molecules 2025 dataset).

Geometry (Å):
H (0.6820, -1.8881, 1.1007)
C (2.4784, 0.3220, 0.8884)
C (3.4517, -0.4532, 3.3499)
H (-0.4356, -1.6166, -3.4998)
C (-1.2600, 4.3757, -0.8202)
H (-2.6128, 2.6937, -1.1392)
C (0.3646, 1.0818, 1.5315)
F (4.5964, -0.0792, -0.1362)
C (-0.8422, 2.3564, -2.1772)
H (-1.7244, 4.9993, -0.0275)
N (-1.0502, 2.2649, 0.3288)
H (-1.2944, 2.8202, -3.1174)
H (1.5633, 0.3822, 4.0765)
H (2.2793, 0.7191, -0.1469)
C (-1.8628, 1.5547, 1.2595)
C (0.3434, -2.8824, 1.2364)
H (0.9811, -3.5939, 0.7221)
O (-3.0227, 0.9221, -2.5193)
H (-1.1380, -0.0679, 2.6410)
N (-0.2445, -2.2488, -1.6513)
C (2.1510, 0.1338, 3.2387)
N (0.2331, 2.0489, 0.6459)
H (0.2141, 2.6400, -2.2289)
H (0.3696, -3.1921, 2.3254)
H (-2.6912, -1.2795, -3.4814)
C (5.3948, -1.4169, 2.3047)
C (-2.0163, 0.2650, -2.4388)
C (-2.1410, -1.1890, -2.5792)
H (-3.5319, -2.4362, -1.3387)
H (-0.1913, 4.5698, -0.6368)
N (-0.9979, -2.0758, -2.8399)
H (-0.0041, 0.4704, -2.2238)
C (3.8298, -0.1291, 0.9703)
C (-0.9389, 0.7536, 1.9620)
H (-1.5734, -3.7919, -1.1492)
N (-0.8621, 0.9906, -2.2636)
H (0.5450, -2.9715, -1.7607)
C (-1.3860, -2.7754, -0.8019)
C (-2.5641, -1.8209, -1.1716)
H (-2.9554, 1.4484, 1.1842)
C (-0.9899, -2.9433, 0.7164)
H (-2.5843, -1.0117, -0.3548)
F (3.9793, -0.7249, 4.6217)
N (6.3174, -2.1053, 2.3320)
C (1.6490, 0.4715, 1.9928)
C (-1.5246, 2.8468, -0.9565)
C (4.2598, -0.5629, 2.2581)
O (-1.7780, -2.7288, 1.6192)
H (-1.4653, 4.8546, -1.8456)

The calculation puts the HOMO energy at -8.8 eV. The HOMO-LUMO gap comes out at 0.31284 Ha. For the relative energy (zero: lowest compared OMol25 entry of this formula, charge and spin), the calculation gives 2.4227 eV.

Here are the Löwdin charges for atoms 1 to 2, given in e: 0.06 0.03

---

[6]
# C2H11NO3

3 unconnected molecules or ions with the total composition C2H11NO3 in a non-equilibrium geometry (wB97M-V/def2-TZVPD, the Open Molecules 2025 dataset).

Geometry (Å):
H (2.7242, -0.3508, -1.4873)
H (-0.9814, -0.9118, -3.0588)
H (-1.6699, -0.4508, -0.8165)
O (-0.6589, -0.4156, -2.2953)
H (-1.2601, 1.4961, 1.1268)
C (-0.1008, -0.3660, 1.6024)
H (-0.8247, -0.4459, 2.5092)
N (1.2625, 0.1919, 1.8565)
H (1.1302, 1.1953, 1.9825)
O (1.9701, 0.1986, -1.2288)
H (1.7130, -0.1884, 2.6412)
H (1.7156, 0.4403, -0.2932)
H (-0.2333, 0.9412, -0.2170)
H (-0.0108, -1.4565, 1.3835)
O (-2.0144, -0.0912, 0.0230)
H (0.3245, -0.3570, -2.1502)
C (-0.8725, 0.5677, 0.6297)

The calculation puts the HOMO energy at -9.6 eV. The HOMO-LUMO gap comes out at 0.38045 Ha. For the relative energy (zero: lowest compared OMol25 entry of this formula, charge and spin), the calculation gives 0.9146 eV.

Here are the Löwdin charges for atoms 1 to 2, given in e: 0.06 0.06

---

[7]
# C6H10O

A single C6H10O molecule in a non-equilibrium geometry (wB97M-V/def2-TZVPD, the Open Molecules 2025 dataset).

Geometry (Å):
H (-2.3315, -1.4431, -0.2825)
H (2.4445, -0.0787, -0.4106)
H (-1.3949, 0.3682, -1.6233)
H (1.2859, 2.3382, 0.1638)
H (0.9229, 1.0847, -1.4541)
H (0.3804, -0.2620, 1.9067)
C (-1.9556, -0.5472, 0.2238)
C (0.3735, -0.6113, -0.8393)
C (0.8760, 1.4270, -0.3254)
H (-1.5136, -0.8578, 1.1740)
H (2.0398, -1.0553, 1.8220)
C (-0.9177, 0.1446, -0.6486)
O (-0.5060, 1.3810, -0.0565)
H (-2.7973, 0.1231, 0.4152)
C (1.2412, -0.5194, 1.2982)
H (0.4061, -1.5522, -1.3628)
C (1.4463, 0.0600, -0.0004)

The calculation puts the HOMO energy (spin up / spin down) at -7.8 / -7.9 eV. The HOMO-LUMO gap (spin up / spin down) comes out at 0.30395 / 0.30869 Ha. For the relative energy (zero: lowest compared OMol25 entry of this formula, charge and spin), the calculation gives 4.2865 eV.

Here are the Löwdin charges for atoms 1 to 2, given in e: 0.08 0.14